The following is a quantum chemistry calculation of a 10-piece molecular cluster, C40H110N10O10 overall in a non-equilibrium geometry, from the Open Molecules 2025 dataset.

Last column: Mulliken spin population.
Cartesian coordinates (Å):
C  3.3270  0.0436  2.6313  0.000
C  2.3900  0.7372  3.4474  0.000
C  3.0529  1.9753  4.2636  0.000
O  4.1441  1.5573  5.0997  0.000
C  4.6506  2.5409  5.9757  0.000
N  1.3627  1.1725  2.4687  0.000
H  3.9533  0.6211  1.9513  0.000
H  2.8046  -0.6607  1.9839  0.000
H  4.1437  -0.4892  3.1184  0.000
H  1.8793  0.0821  4.1531  0.000
H  2.1966  2.3290  4.8378  0.000
H  3.3362  2.6969  3.4974  0.000
H  5.6234  2.2208  6.3490  0.000
H  3.8615  2.8822  6.6456  0.000
H  4.9498  3.3537  5.3140  0.000
H  0.5963  1.4955  3.0416  0.000
H  1.7152  1.9431  1.9191  0.000
C  -1.0398  -1.0141  5.2942  0.000
C  -2.2082  -0.6987  6.2320  0.000
C  -1.8317  -0.8034  7.7497  0.000
O  -1.9684  -2.1658  8.0982  0.000
C  -1.7829  -2.4693  9.4330  0.000
N  -2.7109  0.6000  5.9072  0.000
H  -1.3447  -0.8273  4.2645  0.000
H  -1.0800  -2.1017  5.3531  0.000
H  -0.0235  -0.7675  5.6015  0.000
H  -3.0639  -1.3592  6.0920  0.000
H  -2.4915  -0.1900  8.3633  0.000
H  -0.8250  -0.4239  7.9247  0.000
H  -2.5529  -2.0646  10.0898  0.000
H  -0.8322  -2.3336  9.9486  0.000
H  -2.0189  -3.5302  9.3503  0.000
H  -3.0778  0.5844  4.9664  0.000
H  -3.1736  1.1269  6.6341  0.000
C  -6.6067  -1.2716  0.9994  0.000
C  -6.5769  -1.0055  -0.4325  0.000
C  -5.2871  -1.3443  -1.1613  0.000
O  -5.1427  -0.6325  -2.4058  0.000
C  -5.1312  0.7927  -2.2476  0.000
N  -7.7012  -1.7347  -1.0793  0.000
H  -6.6426  -2.3006  1.3569  0.000
H  -7.5466  -0.7964  1.2804  0.000
H  -5.7409  -0.7477  1.4044  0.000
H  -6.6543  0.0737  -0.5647  0.000
H  -5.3046  -2.4170  -1.3539  0.000
H  -4.4039  -1.0912  -0.5747  0.000
H  -6.1211  1.2156  -2.0765  0.000
H  -4.8593  1.1368  -3.2455  0.000
H  -4.3090  1.0734  -1.5893  0.000
H  -7.5386  -1.6310  -2.0707  0.000
H  -7.6862  -2.7361  -0.9493  0.000
C  7.8192  1.5932  -0.8766  0.218
C  7.2883  1.3899  -2.3113  0.043
C  5.7222  1.6580  -2.5950  0.020
O  4.8880  0.7458  -1.8332  0.007
C  4.5106  -0.4828  -2.5030  0.002
N  8.0859  2.3568  -3.0238  0.728
H  8.7643  1.0724  -0.7224  -0.006
H  6.9921  1.0156  -0.4639  0.028
H  7.7676  2.6538  -0.6303  0.003
H  7.4432  0.3386  -2.5538  -0.003
H  5.4437  1.7846  -3.6412  -0.016
H  5.5452  2.6791  -2.2573  0.004
H  3.7433  -0.2483  -3.2408  0.000
H  4.0366  -1.1853  -1.8174  0.000
H  5.4358  -0.9580  -2.8292  -0.002
H  7.9284  3.2502  -2.5800  -0.009
H  9.0915  2.2730  -2.9802  -0.015
C  -0.6901  -2.5547  -6.3942  0.000
C  -0.9795  -2.9672  -7.9067  0.000
C  -0.6400  -1.8028  -8.8994  0.000
O  -1.5104  -0.7606  -8.7015  0.000
C  -1.2690  0.4144  -9.4884  0.000
N  -0.2824  -4.2370  -8.1733  0.000
H  -1.2463  -1.6917  -6.0282  0.000
H  0.3761  -2.3497  -6.2974  0.000
H  -0.8667  -3.3985  -5.7273  0.000
H  -2.0467  -3.1741  -7.9863  0.000
H  -0.8232  -2.2390  -9.8813  0.000
H  0.3620  -1.3744  -8.8744  0.000
H  -1.5451  0.0440  -10.4757  0.000
H  -0.2401  0.7667  -9.4158  0.000
H  -1.9065  1.2343  -9.1578  0.000
H  -0.6168  -4.4114  -9.1102  0.000
H  -0.6003  -4.9978  -7.5899  0.000
C  -1.7511  0.5163  0.7054  0.000
C  -1.1221  -0.8198  0.3765  0.000
C  -0.0673  -0.9020  -0.7833  0.000
O  -0.5151  -0.0368  -1.8504  0.000
C  0.3141  -0.2285  -2.9567  0.000
N  -0.8217  -1.4256  1.6723  0.000
H  -2.4403  0.5087  1.5498  0.000
H  -2.2640  0.9707  -0.1422  0.000
H  -1.1684  1.3939  0.9853  0.000
H  -2.0260  -1.2607  -0.0438  0.000
H  -0.1241  -1.9722  -0.9820  0.000
H  0.9504  -0.7516  -0.4231  0.000
H  -0.1742  -1.0570  -3.4698  0.000
H  1.3560  -0.4997  -2.7861  0.000
H  0.3010  0.6777  -3.5623  0.000
H  -0.2424  -0.8410  2.2576  0.000
H  -1.7263  -1.4982  2.1156  0.000
C  1.1117  0.6233  -6.6068  0.000
C  2.4835  0.8659  -7.2155  0.000
C  3.0772  -0.4171  -7.8271  0.000
O  3.1889  -1.3903  -6.7996  0.000
C  4.5902  -1.5873  -6.4930  0.000
N  2.2169  1.9146  -8.2003  0.000
H  1.1986  -0.2566  -5.9693  0.000
H  0.2683  0.2064  -7.1572  0.000
H  0.7780  1.3471  -5.8632  0.000
H  3.2379  1.2132  -6.5095  0.000
H  3.9778  -0.1219  -8.3657  0.000
H  2.5967  -0.8109  -8.7227  0.000
H  5.0395  -1.8654  -7.4464  0.000
H  5.0332  -2.2117  -5.7171  0.000
H  5.2133  -0.7009  -6.3747  0.000
H  1.5644  2.6267  -7.9048  0.000
H  1.7272  1.5488  -9.0044  0.000
C  -1.3942  5.4528  -0.4055  0.000
C  -0.2430  4.8013  0.4057  0.000
C  0.6303  3.9345  -0.4849  0.000
O  1.7394  3.3297  0.3121  0.000
C  2.6483  2.5640  -0.4100  -0.001
N  0.3799  5.8671  1.1518  0.000
H  -0.9166  6.1718  -1.0711  0.000
H  -2.0725  6.0278  0.2248  0.000
H  -1.9810  4.7921  -1.0436  0.000
H  -0.7375  4.0740  1.0495  0.000
H  1.0007  4.5961  -1.2679  0.000
H  0.0899  3.1835  -1.0612  0.000
H  2.2701  1.8602  -1.1515  0.000
H  3.1762  1.8867  0.2612  0.000
H  3.2922  3.2099  -1.0069  0.000
H  1.2737  5.5204  1.4700  0.000
H  0.6132  6.5938  0.4902  0.000
C  0.0230  -4.7674  5.8191  0.000
C  1.4490  -4.4866  5.1869  0.000
C  1.7105  -3.0729  4.4532  0.000
O  2.9890  -2.8497  3.8399  0.000
C  3.3230  -3.8418  2.9392  0.000
N  2.3899  -4.7915  6.2144  0.000
H  -0.2912  -5.8108  5.8448  0.000
H  -0.6790  -4.3093  5.1223  0.000
H  -0.0831  -4.2770  6.7868  0.000
H  1.7276  -5.3083  4.5271  0.000
H  1.6142  -2.3805  5.2896  0.000
H  0.9418  -2.7915  3.7335  0.000
H  4.3474  -3.6505  2.6197  0.000
H  2.8291  -3.6195  1.9933  0.000
H  3.2261  -4.8768  3.2671  0.000
H  2.3933  -3.8933  6.6762  0.000
H  3.3590  -4.8884  5.9468  0.000
C  -4.4476  2.9121  2.6632  0.000
C  -5.6635  2.2342  2.7295  0.000
C  -5.6859  1.0951  3.7521  0.000
O  -4.7661  0.0282  3.4012  0.000
C  -4.9326  -1.1617  4.1951  0.000
N  -6.8230  3.0831  2.7265  0.000
H  -3.5971  2.2310  2.6904  0.000
H  -4.1847  3.4620  3.5668  0.000
H  -4.1938  3.4842  1.7708  0.000
H  -5.7969  1.7665  1.7540  0.000
H  -6.6803  0.6584  3.8449  0.000
H  -5.4097  1.3886  4.7648  0.000
H  -4.9151  -0.9272  5.2594  0.000
H  -4.0923  -1.8384  4.0399  0.000
H  -5.8517  -1.6602  3.8870  0.000
H  -6.8950  3.7021  1.9317  0.000
H  -7.5745  2.4507  2.4911  0.000

Atoms 1-3, force components in eV/Å:
3.3 -2.6 -1.7
-0.5 2.4 1.0
-0.8 -2.1 -0.3

Values from the calculation:
- Lowest unoccupied orbital energy (alpha / beta): -3.3 / -8.5 eV
- Charge: +1
- Orbital gap (alpha / beta): 6.608 / 1.455 eV
- DFT total energy: -2889.164863 a.u.
- Spin multiplicity: 2